This record from the Open Molecules 2025 dataset describes a 6-piece molecular cluster, C12H26Br10OS overall. The level of theory is ωB97M-V with the def2-TZVPD basis set.

The geometry in XYZ format:
```
50
Properties=species:S:1:pos:R:3:forces:R:3
C -0.8699 1.4211 -1.4387 0.01 -0.27 0.14
S -1.5023 1.5012 0.2382 -0.63 0.54 -0.48
O -0.5299 0.7505 1.0737 0.11 0.20 -0.45
C -1.1845 3.2447 0.4902 0.88 0.17 0.45
H -1.1594 0.4334 -1.7947 0.03 0.09 -0.25
H 0.2171 1.4916 -1.4045 0.01 0.07 0.07
H -1.2839 2.2192 -2.0497 -0.13 -0.06 -0.07
H -1.2803 3.4955 1.5473 -0.40 -0.21 -0.01
H -1.8443 3.8594 -0.1148 -0.04 -0.02 -0.09
H -0.1293 3.4152 0.2529 -0.20 0.08 -0.25
Br 1.0252 -3.1791 1.0725 -0.02 -0.47 -0.27
C 2.5097 -2.0591 0.5470 0.93 -0.77 -0.04
C 2.1085 -0.6429 0.5422 -0.51 0.91 0.25
Br 3.6841 0.4284 0.1328 -0.09 0.06 -0.08
H 2.8871 -2.3861 -0.4187 -0.30 -0.09 -0.11
H 3.3134 -2.2310 1.2581 -0.13 -0.05 0.18
H 1.7360 -0.3162 1.5094 0.34 0.02 -0.14
H 1.3289 -0.4025 -0.1745 0.18 -0.03 -0.16
Br 4.0310 5.1076 2.2878 -0.06 0.04 0.05
C 3.1136 4.1013 0.8969 0.26 0.01 0.10
C 2.5296 5.0677 -0.1044 -0.46 -0.34 0.41
Br 1.8692 4.0428 -1.6214 0.19 0.07 -0.29
H 2.3594 3.4984 1.3925 -0.09 0.03 -0.04
H 3.8531 3.4308 0.4751 0.03 0.09 -0.13
H 3.2290 5.8242 -0.4337 0.09 -0.08 -0.22
H 1.6345 5.5311 0.2984 0.12 0.24 0.07
Br -3.1175 -4.0811 -0.3754 -0.07 0.00 -0.10
C -3.2689 -2.2683 0.3294 0.50 -0.48 0.10
C -4.6943 -1.8254 0.3342 -0.16 0.21 -0.60
Br -4.7093 -0.0097 1.0053 -0.28 0.20 0.30
H -2.6641 -1.6358 -0.3118 0.05 0.00 -0.05
H -2.8138 -2.3331 1.3119 -0.13 0.15 0.11
H -5.3837 -2.4303 0.9078 0.14 -0.06 0.26
H -5.0631 -1.7397 -0.6843 -0.07 -0.12 0.01
Br 0.2479 -2.1961 -2.3646 -0.06 0.14 0.33
C 0.1073 -2.7781 -4.2069 -0.15 0.29 0.07
C 1.2841 -3.6498 -4.4923 0.32 -0.11 0.14
Br 1.3826 -4.0110 -6.3861 -0.03 -0.15 -0.23
H 0.1331 -1.8937 -4.8330 -0.17 0.07 0.02
H -0.8484 -3.2817 -4.2586 -0.05 -0.09 -0.27
H 1.2376 -4.5930 -3.9603 0.00 -0.09 -0.04
H 2.1986 -3.1299 -4.2287 0.10 -0.06 -0.04
Br -2.1063 -2.3572 4.0594 0.00 -0.02 0.03
C -1.4443 -0.5968 3.5492 -0.58 0.15 -0.11
C -0.0032 -0.6163 3.1698 0.07 -0.13 0.62
Br 1.1485 -0.8715 4.7134 0.17 -0.05 0.10
H -1.6871 0.0736 4.3662 0.12 -0.01 0.14
H -2.0355 -0.3021 2.6824 0.05 -0.09 0.04
H 0.2623 0.3290 2.7092 0.09 -0.25 0.45
H 0.1921 -1.4493 2.5042 0.02 0.29 0.09
```
Positions in Å, forces in eV/Å.

As for the multiplicity: 1. The HOMO-LUMO gap is 9.6 eV. For the HOMO energy, the calculation gives -9.54 eV. The value obtained for the max |F| is 0.023 hartree/bohr.



This record from the Open Molecules 2025 dataset describes C12H26Br2HgNO4 as an isolated structure. The level of theory is ωB97M-V with the def2-TZVPD basis set.

The geometry in XYZ format:
```
46
Properties=species:S:1:pos:R:3:forces:R:3
Hg -0.6773 0.2060 3.5770 0.53 0.32 -0.09
C -3.2529 1.9934 0.9906 1.01 0.82 0.94
C -1.7277 2.0643 0.7620 0.28 -0.06 -1.55
C -1.3809 3.3651 -0.0310 0.53 0.35 0.49
O -0.8170 1.7473 1.8109 -1.04 0.03 -0.26
H -3.4166 2.8322 1.6672 -0.56 -0.43 0.75
H -3.5136 1.0058 1.3712 -0.28 0.27 0.30
H -3.8646 2.2745 0.1333 0.39 -0.39 -0.43
H -1.5816 1.4066 -0.0949 0.28 -1.27 -0.01
H -1.6775 4.3157 0.4123 0.08 -0.04 0.42
H -1.7907 3.3937 -1.0406 -0.61 -0.48 0.02
H -0.3132 3.3972 -0.2479 0.27 0.07 0.47
O -2.7108 -2.4296 1.4281 -0.68 -1.52 -1.55
C -2.0916 -1.9328 2.4743 0.38 1.63 -0.26
O -2.6552 -1.1924 3.2400 -4.32 2.47 2.61
O -0.8858 -1.9742 2.5591 5.28 -2.00 -1.40
H -3.5959 -2.0580 1.4194 -0.31 -0.06 0.19
C -0.1844 1.0367 -3.8203 -0.58 -0.30 0.69
C 0.8202 0.0680 -3.0789 -1.36 0.95 -0.42
C 0.9384 0.3732 -1.5614 -0.93 -1.40 0.54
N 1.2929 -0.8659 -0.7146 -0.30 -1.23 0.38
C 0.0436 -1.8457 -0.4710 1.21 0.87 -1.21
C 2.4681 -1.6610 -1.3117 -0.26 1.51 0.55
C 3.4044 -1.9092 -0.1464 0.68 -1.19 0.81
C 2.6457 -1.5733 1.1659 0.12 -0.13 -0.82
C 1.7090 -0.4608 0.7060 0.05 -0.45 -0.54
H -0.5016 0.6075 -4.7707 0.63 0.26 -0.29
H 0.1141 2.0829 -3.8873 0.82 -0.24 -0.47
H -1.1550 1.2114 -3.3560 -0.06 -0.71 0.80
H 1.7185 0.1038 -3.6953 0.58 0.43 0.72
H 0.5229 -0.9621 -3.2754 -0.54 -0.07 0.45
H 0.0183 0.5423 -1.0019 -0.67 0.83 -1.13
H 1.5337 1.2503 -1.3076 0.64 -0.45 -0.07
H 0.1790 -2.4099 0.4518 0.19 0.24 -0.05
H 0.0296 -2.5057 -1.3384 -0.26 0.06 0.11
H -0.8736 -1.2607 -0.4017 0.23 0.10 0.03
H 2.0772 -2.5588 -1.7904 0.15 0.17 0.06
H 2.9226 -0.9828 -2.0339 -0.05 -0.34 -0.19
H 3.6738 -2.9636 -0.2082 0.06 -0.11 0.41
H 4.3725 -1.4084 -0.1545 -0.26 0.47 -0.51
H 2.1561 -2.4844 1.5099 -0.47 0.31 0.12
H 3.2690 -1.2371 1.9945 0.06 0.04 -0.22
H 0.7956 -0.3766 1.2948 0.23 0.42 -0.07
H 2.2378 0.4798 0.5516 -0.07 0.04 0.58
Br -2.1726 1.5012 5.5856 0.33 -0.09 -0.33
Br 1.8972 -0.2062 4.6347 -1.44 0.31 -0.57
```
Positions in Å, forces in eV/Å.

As for the multiplicity: 2. The HOMO-LUMO gap (alpha / beta) is 8.5 / 4.3 eV. For the HOMO energy (alpha / beta), the calculation gives -8.80 / -8.19 eV. The value obtained for the max |F| is 0.113 hartree/bohr.



This record from the Open Molecules 2025 dataset describes a 3-piece molecular cluster, C12H26ClN6O4 overall. The level of theory is ωB97M-V with the def2-TZVPD basis set.

The geometry in XYZ format:
```
49
Properties=species:S:1:pos:R:3:forces:R:3
N 0.9588 0.4505 -1.1242 -0.22 0.22 0.05
C 0.5990 0.6865 -2.5069 0.38 -0.20 0.22
C 0.0901 2.0726 -2.8825 -0.03 -0.03 -0.54
O -0.0404 2.1479 -4.2802 -0.06 -0.06 0.08
C 0.8504 3.2774 -2.3041 -0.38 0.24 -0.11
N 0.0636 3.7242 -1.1278 -0.13 -0.18 -1.10
C -1.2417 3.3682 -1.4938 -0.30 0.26 -0.04
N -2.3167 4.0220 -0.9949 0.03 -0.32 0.19
N -1.2911 2.4225 -2.4015 0.43 -0.88 1.21
C -2.4510 1.5740 -2.6646 -0.49 0.52 -0.77
C -3.1945 1.1568 -1.3995 0.27 -0.14 -0.11
O -4.2119 1.6224 -1.0335 -0.24 0.12 0.07
Cl -2.3917 -0.1161 -0.4828 0.07 -0.07 0.03
H 0.2009 0.1356 -0.5384 -0.03 0.14 0.00
H 1.4795 1.2011 -0.6925 0.14 -0.13 0.01
H 1.4933 0.5425 -3.1255 -0.11 0.03 -0.01
H -0.1060 -0.0822 -2.8316 0.01 0.09 0.01
H 0.7761 2.4606 -4.6892 -0.01 -0.09 0.00
H 0.7107 4.0605 -3.0545 0.37 0.08 0.11
H 1.9104 3.1512 -2.0960 -0.11 -0.19 0.09
H 0.2512 3.0927 -0.3435 0.15 0.61 0.39
H -3.0264 3.6039 -0.4145 -0.26 -0.17 -0.49
H -2.3909 5.0087 -1.1932 0.39 0.11 0.62
H -3.1703 2.1121 -3.2882 0.07 0.01 0.08
H -2.1218 0.6956 -3.2174 0.09 0.08 0.05
C -2.3747 -5.1619 1.9358 -0.01 -0.02 0.03
C -2.7096 -4.4993 3.2538 0.01 0.00 -0.03
O -2.7745 -5.1223 4.2929 0.01 -0.01 0.01
N -2.9408 -3.1509 3.2375 0.03 0.00 -0.03
C -2.9042 -2.2512 2.1092 -0.04 -0.04 0.22
H -2.2225 -6.2196 2.1243 0.00 0.00 0.02
H -3.1876 -5.0426 1.2182 0.02 0.01 -0.02
H -1.4635 -4.7437 1.5052 -0.01 0.01 -0.03
H -3.1627 -2.7711 4.1445 -0.01 -0.01 0.00
H -2.1511 -1.4723 2.2644 0.01 0.01 -0.07
H -3.8729 -1.7673 1.9640 0.01 0.01 -0.07
H -2.6559 -2.7987 1.2044 0.00 0.00 -0.01
C 5.7733 -0.8244 1.7678 0.01 -0.02 -0.06
C 4.6950 -0.6109 0.7337 0.01 0.03 0.01
O 4.9346 -0.5549 -0.4598 0.01 0.04 -0.01
N 3.4113 -0.4704 1.1761 0.02 0.12 0.01
C 2.9173 -0.4849 2.5373 -0.08 -0.04 -0.15
H 6.7227 -0.9124 1.2496 -0.01 0.00 -0.02
H 5.8226 0.0154 2.4618 -0.01 -0.02 0.03
H 5.5937 -1.7360 2.3386 -0.01 0.02 0.03
H 2.7594 -0.3451 0.4171 -0.08 -0.15 0.00
H 2.1992 -1.2943 2.6839 0.03 -0.03 0.04
H 2.4246 0.4578 2.7873 0.04 0.01 0.05
H 3.7369 -0.6304 3.2330 0.00 0.00 0.01
```
Positions in Å, forces in eV/Å.

As for the multiplicity: 1. The HOMO-LUMO gap is 7.0 eV. For the HOMO energy, the calculation gives -11.42 eV. The value obtained for the max |F| is 0.030 hartree/bohr. Its charge is +1.



This record from the Open Molecules 2025 dataset describes C12H26F3N6O3SV as an isolated structure. The level of theory is ωB97M-V with the def2-TZVPD basis set.

The geometry in XYZ format:
```
52
Properties=species:S:1:pos:R:3:forces:R:3
V 0.0938 -0.2093 0.4709 0.46 0.48 0.13
N 0.3031 -0.6993 2.6332 -0.08 -0.02 -0.23
C 1.6067 -1.2590 3.0564 -0.04 -0.09 -0.03
C 2.7590 -0.3073 2.7725 0.07 0.03 0.10
C 3.1519 -0.1470 1.3121 0.06 -0.06 -0.11
N 2.1600 0.6236 0.5336 -0.27 -0.03 0.02
H 0.0980 0.1135 3.2086 -0.03 0.01 -0.04
H -0.4377 -1.3717 2.8214 0.01 0.00 -0.01
H 1.7477 -2.1979 2.5159 0.04 0.02 0.01
H 1.5854 -1.4992 4.1219 0.03 0.01 -0.02
H 3.6341 -0.6821 3.3071 -0.01 0.00 0.00
H 2.5454 0.6748 3.2114 0.00 0.01 -0.01
H 3.2354 -1.1310 0.8433 0.03 0.01 0.03
H 4.1343 0.3271 1.2482 -0.01 -0.03 0.04
H 2.4415 0.6640 -0.4426 -0.03 -0.02 -0.01
H 2.1456 1.5914 0.8484 -0.04 -0.02 0.02
C 0.2575 1.9772 -3.5398 -0.08 0.03 0.01
S -0.4559 0.4735 -2.8854 0.03 -0.11 0.04
C -2.0508 1.1255 -2.4224 -0.01 0.10 0.03
O 0.3133 0.2681 -1.5852 -0.07 0.01 0.12
H -0.3728 2.3304 -4.3547 0.00 0.00 -0.04
H 1.2477 1.7452 -3.9229 0.03 -0.04 0.02
H 0.3142 2.7193 -2.7440 -0.01 -0.02 0.02
H -1.9210 2.0456 -1.8520 0.02 -0.01 0.01
H -2.5432 0.3437 -1.8475 -0.02 -0.01 0.00
H -2.6128 1.3226 -3.3343 -0.01 -0.03 -0.03
F -0.4406 -3.3761 1.1317 -0.05 -0.05 -0.03
C -0.4281 -2.9644 -0.1401 -0.25 -0.20 -0.11
F -0.4181 -4.0067 -0.9347 0.17 0.04 0.05
F 0.8034 -2.3090 -0.2858 -0.12 0.19 0.17
C -1.5513 -1.9178 -0.4807 -0.25 -0.43 -0.01
O -1.9485 -1.9083 -1.6255 -0.10 0.00 0.03
O -1.8408 -1.1658 0.5114 0.54 0.33 -0.21
C -2.7403 5.5194 2.9365 0.06 0.01 0.02
C -3.7823 4.4492 2.6384 -0.14 0.04 0.02
C -3.7499 3.3302 3.6739 0.04 -0.02 0.00
C -3.6661 3.9093 1.2161 0.07 -0.15 -0.15
N -2.4298 3.1527 0.9910 0.19 -0.10 0.03
C -2.1657 1.8575 1.1539 -0.10 0.03 -0.07
N -0.9006 1.6633 0.8504 -0.08 -0.15 0.08
N -0.3958 2.8663 0.5074 0.17 -0.07 0.00
N -1.3006 3.7581 0.5905 -0.14 0.23 -0.03
H -2.8794 5.9096 3.9438 -0.02 0.01 0.01
H -2.8057 6.3546 2.2395 -0.01 0.00 -0.03
H -1.7267 5.1177 2.8788 0.00 -0.02 0.00
H -4.7742 4.9116 2.6654 0.02 0.01 0.03
H -2.7555 2.8795 3.7329 0.01 -0.01 0.01
H -4.4741 2.5427 3.4571 -0.02 0.00 -0.03
H -3.9789 3.7217 4.6635 0.00 0.02 0.01
H -3.6566 4.7057 0.4733 -0.04 0.04 0.07
H -4.4827 3.2259 0.9808 -0.02 0.04 0.05
H -2.8715 1.0949 1.4361 -0.01 -0.02 0.00
```
Positions in Å, forces in eV/Å.

As for the multiplicity: 4. The HOMO-LUMO gap (alpha / beta) is 8.7 / 10.6 eV. For the HOMO energy (alpha / beta), the calculation gives -10.91 / -12.80 eV. The value obtained for the max |F| is 0.013 hartree/bohr. Its charge is +1.



Which value of multiplicity does entry 2 give?
2